Record 1
This record from OMol25 describes a structure of composition C38H45Cl5NO3Ru. The level of theory is wB97M-V/def2-TZVPD.

Last column: Mulliken charge in e.
Atoms and positions in Å:
Ru1 0.866 0.152 -0.327  2.0678
C1 2.293 1.741 -0.476  -0.4716
C2 1.238 2.130 -1.378  -0.3559
C3 1.132 1.079 -2.363  -0.2081
C4 2.189 0.151 -2.100  -0.2662
C5 2.903 0.546 -0.946  0.7413
C6 4.154 -0.077 -0.378  2.1794
C7 5.324 0.296 -1.307  -1.9120
C8 4.463 0.476 1.011  -1.8776
C9 4.034 -1.601 -0.331  -1.4208
C10 0.351 0.939 -3.665  1.9350
C11 0.552 -0.468 -4.263  -2.1862
C12 -1.143 1.220 -3.524  -1.4044
C13 0.973 1.867 -4.729  -1.6389
C14 0.522 3.468 -1.185  2.3509
C15 -0.935 3.314 -0.743  -2.2704
C16 1.232 4.273 -0.080  -2.3238
C17 0.567 4.371 -2.428  -1.8867
H1 2.649 2.325 0.352  0.7583
H2 2.399 -0.729 -2.680  0.5603
H3 5.436 1.377 -1.375  0.3509
H4 5.157 -0.086 -2.313  0.3118
H5 6.256 -0.122 -0.932  0.4724
H6 4.659 1.547 0.969  0.3204
H7 5.351 -0.007 1.418  0.4684
H8 3.629 0.312 1.686  0.0946
H9 3.945 -2.018 -1.334  0.3131
H10 3.156 -1.907 0.237  -0.1159
H11 4.924 -2.031 0.125  0.4716
H12 0.309 -1.278 -3.583  0.3231
H13 1.588 -0.606 -4.566  0.3766
H14 -0.062 -0.571 -5.157  0.5473
H15 -1.500 0.986 -2.525  -0.0177
H16 -1.712 0.633 -4.245  0.4799
H17 -1.377 2.264 -3.716  0.2192
H18 2.021 1.609 -4.882  0.3425
H19 0.932 2.918 -4.464  0.2319
H20 0.455 1.734 -5.677  0.4652
H21 -0.999 2.463 -0.062  0.0127
H22 -1.611 3.146 -1.572  0.2331
H23 -1.260 4.220 -0.237  0.6721
H24 1.087 3.811 0.896  0.3675
H25 0.805 5.273 -0.040  0.4689
H26 2.300 4.369 -0.260  0.4340
H27 -0.009 3.962 -3.248  0.3068
H28 1.587 4.542 -2.770  0.3523
H29 0.130 5.337 -2.181  0.5106
C18 -4.973 -2.677 3.918  -0.7101
O1 -3.783 -3.233 4.404  -0.5005
C19 -2.621 -2.705 3.914  0.8548
C20 -1.433 -3.245 4.418  -1.1774
C21 -0.217 -2.798 3.976  -1.3494
C22 -0.093 -1.772 3.003  0.4124
C23 1.186 -1.349 2.520  0.2345
C24 2.426 -1.664 3.307  -1.9571
O2 1.382 -0.753 1.401  0.9952
C25 -1.330 -1.241 2.528  -1.0215
O3 -1.333 -0.258 1.533  0.9412
C26 -2.568 -1.705 2.965  -0.2424
H30 -5.776 -3.200 4.432  0.2529
H31 -5.071 -2.829 2.836  0.2667
H32 -5.034 -1.605 4.142  0.2914
H33 -1.499 -4.026 5.162  0.4621
H34 0.667 -3.265 4.386  0.3944
H35 2.229 -2.074 4.291  0.5672
H36 3.000 -0.743 3.430  0.2897
H37 3.071 -2.352 2.749  0.1841
H38 -3.457 -1.268 2.535  0.2290
Cl1 -3.805 0.005 -0.030  -0.1128
C27 -3.190 1.182 1.061  0.9482
C28 -2.014 0.893 1.788  -2.8175
C29 -1.504 1.845 2.701  1.2181
Cl2 -0.064 1.459 3.565  -0.1236
C30 -2.147 3.061 2.864  0.2515
Cl3 -1.518 4.233 3.945  -0.1935
C31 -3.301 3.345 2.127  0.3577
Cl4 -4.097 4.861 2.317  -0.1767
C32 -3.821 2.398 1.227  0.4234
Cl5 -5.231 2.761 0.328  -0.1965
C33 -3.086 -5.003 -0.916  -1.6023
C34 -2.116 -3.872 -0.894  1.1952
C35 -0.990 -3.879 -0.073  -1.1873
C36 -0.129 -2.798 -0.084  -0.9493
N1 -0.308 -1.712 -0.845  0.6741
C37 -1.388 -1.713 -1.632  -0.2240
C38 -2.289 -2.752 -1.701  -1.1080
H39 -2.828 -5.755 -0.173  0.3829
H40 -3.100 -5.482 -1.896  0.3410
H41 -4.097 -4.650 -0.711  0.3413
H42 -0.780 -4.715 0.581  0.4045
H43 0.760 -2.808 0.529  0.7250
H44 -1.549 -0.820 -2.213  0.1352
H45 -3.138 -2.668 -2.365  0.4925

**HOMO level (spin up / spin down)**: -4.84 / -7.44 eV
**ΔE to the lowest compared entry with this formula, charge and spin**: 29.5 kcal/mol
**Spin multiplicity**: 2
**⟨S²⟩**: 0.820
**Frontier orbital gap (spin up / spin down)**: 0.18989 / 0.28530 Ha


Record 2
This record from OMol25 describes a structure of composition C38H46BeCl2F4KN4O17PS. The level of theory is wB97M-V/def2-TZVPD.

Last column: Mulliken charge in e.
Atoms and positions in Å:
C1 4.045 1.470 -3.512  -1.7280
C2 2.954 1.364 -3.038  -2.0007
C3 1.787 1.592 -2.169  4.1837
C4 2.162 1.279 -0.675  -1.2426
C5 3.607 0.955 -0.356  0.3772
C6 4.029 -0.501 -0.583  -1.8213
F1 3.708 1.125 1.046  -0.3181
C7 0.913 0.355 -2.618  -0.6405
O1 1.225 -0.793 -2.506  -0.5887
N1 -0.207 0.928 -3.176  0.2994
C8 -0.476 2.262 -2.553  0.4832
C9 -1.138 1.784 -1.196  -1.2168
C10 -2.306 0.836 -1.419  -0.0893
C11 -2.180 -0.542 -1.559  0.1790
C12 -3.298 -1.336 -1.734  -1.0298
C13 -4.584 -0.818 -1.744  1.0037
C14 -5.823 -1.657 -1.920  -1.4506
C15 -4.715 0.563 -1.601  -1.2138
C16 -3.593 1.361 -1.444  -0.2377
C17 -1.555 2.837 -3.481  -1.2719
C18 -2.277 4.055 -2.877  0.2368
C19 -3.307 4.666 -3.818  -1.4777
O2 -1.951 5.268 -3.449  -0.4738
C20 0.991 2.902 -2.477  -0.0139
N2 1.256 4.107 -1.697  0.4316
C21 2.537 4.381 -1.238  0.2854
O3 2.755 5.291 -0.493  -0.6144
F2 3.574 3.671 -1.668  -0.0979
C22 0.346 4.597 -0.693  0.1654
O4 0.304 4.150 0.393  -0.1221
F3 -0.387 5.659 -0.996  -0.3154
S1 1.474 3.575 -4.194  1.5055
C23 1.246 2.413 -5.519  -1.0364
O5 2.867 3.998 -4.235  -0.7065
O6 0.649 4.727 -4.450  -0.6577
H1 4.978 1.660 -3.968  0.9186
H2 1.883 2.120 -0.028  -0.0149
H3 1.554 0.449 -0.316  1.1680
H4 4.328 1.657 -0.768  0.3577
H5 4.850 -0.740 0.097  0.2754
H6 3.195 -1.159 -0.312  0.4676
H7 4.264 -0.704 -1.632  0.3515
H8 -0.418 0.799 -4.153  0.4575
H9 -1.528 2.601 -0.592  1.1522
H10 -0.438 1.277 -0.537  -0.4200
H11 -1.201 -1.006 -1.530  0.3738
H12 -3.180 -2.411 -1.844  0.3701
H13 -5.797 -2.524 -1.250  0.3629
H14 -6.713 -1.100 -1.628  0.3564
H15 -5.930 -2.061 -2.929  0.2674
H16 -5.712 0.990 -1.586  0.2853
H17 -3.777 2.422 -1.324  0.3848
H18 -1.242 3.179 -4.467  0.7343
H19 -2.367 2.130 -3.648  0.6631
H20 -2.536 4.032 -1.826  0.7225
H21 -3.138 4.619 -4.888  0.2999
H22 -3.814 5.557 -3.464  0.4945
H23 0.216 2.109 -5.693  0.2683
H24 1.585 2.939 -6.413  0.5739
H25 1.862 1.513 -5.439  0.2393
O7 4.583 -0.312 -5.916  -1.0484
H26 3.961 -0.419 -5.189  0.1839
C24 1.594 0.836 4.774  -0.1969
C25 1.112 -0.343 5.328  -0.5818
C26 0.080 -1.026 4.712  -0.3701
C27 -0.456 -0.516 3.537  -0.6668
C28 0.003 0.666 2.970  -0.0559
C29 1.043 1.342 3.604  -0.1936
N3 -1.537 -1.261 2.869  1.0231
O8 -1.940 -2.287 3.399  -0.7042
O9 -1.965 -0.822 1.825  -0.5590
H27 2.407 1.365 5.260  0.2330
H28 1.542 -0.733 6.241  0.3950
H29 -0.286 -1.942 5.155  0.8297
H30 -0.437 1.072 2.048  0.6853
H31 1.427 2.267 3.188  0.1983
Be1 5.397 -2.435 -0.701  -0.0461
C30 5.051 3.811 2.472  0.1094
Cl1 3.726 3.426 3.563  -0.1410
Cl2 6.372 4.662 3.299  -0.2195
H32 5.437 2.886 2.060  0.1112
H33 4.672 4.446 1.678  0.0978
F4 -1.287 2.407 1.181  -0.9095
K1 6.422 2.999 -4.648  0.9649
C31 -0.957 -5.135 3.621  -0.9617
C32 -0.606 -5.813 4.783  -0.7833
C33 0.310 -6.853 4.729  -0.0842
C34 0.866 -7.198 3.508  -0.0635
C35 0.520 -6.537 2.341  -0.3081
C36 -0.397 -5.501 2.403  -0.4971
N4 1.854 -8.282 3.448  1.0233
O10 2.132 -8.861 4.480  -0.6243
O11 2.350 -8.544 2.365  -0.6458
H34 -1.667 -4.320 3.664  0.6218
H35 -1.044 -5.530 5.729  1.0112
H36 0.580 -7.377 5.634  0.4246
H37 0.957 -6.818 1.393  0.4725
H38 -0.675 -4.973 1.500  0.4772
O12 -2.481 -8.351 6.429  -0.4736
P1 -3.171 -7.117 7.002  0.9268
O13 -3.825 -6.356 5.857  -0.4417
O14 -2.162 -6.202 7.690  -0.4293
O15 -4.197 -7.585 8.029  -0.5669
C37 0.499 -3.655 7.943  -0.7553
O16 0.071 -3.431 6.605  -0.4937
H39 -0.181 -3.129 8.608  0.2740
H40 0.473 -4.722 8.176  0.2781
H41 1.515 -3.272 8.089  0.3132
H42 0.679 -3.905 6.029  0.2489
C38 -3.951 4.379 -8.382  -0.5718
O17 -3.880 3.642 -7.167  -0.4264
H43 -3.598 5.388 -8.184  0.2177
H44 -3.316 3.922 -9.146  0.2626
H45 -4.982 4.425 -8.743  0.2707
H46 -4.193 2.752 -7.349  0.2700

**HOMO level**: -3.58 eV
**ΔE to the lowest compared entry with this formula, charge and spin**: 0.0 kcal/mol
**Spin multiplicity**: 1
**Total charge**: -2
**Frontier orbital gap**: 0.16021 Ha


Record 3
This record from OMol25 describes a structure of composition C38H46BrCl2N8O4PSTa. The level of theory is wB97M-V/def2-TZVPD.

Last column: Mulliken charge in e.
Atoms and positions in Å:
Ta1 0.449 1.488 -0.703  1.4818
Cl1 5.697 3.674 3.181  -0.1279
C1 4.116 3.250 2.673  -0.0152
C2 3.862 3.143 1.312  -1.0560
C3 2.592 2.757 0.907  0.4948
N1 2.104 2.638 -0.408  0.7470
C4 2.829 3.156 -1.483  -0.1019
O1 4.021 3.292 -1.540  -0.5875
C5 1.891 3.580 -2.558  0.6527
C6 2.296 4.396 -3.592  -0.8490
C7 1.329 4.877 -4.462  -0.5350
C8 0.012 4.499 -4.257  -1.1204
C9 -0.292 3.627 -3.224  -0.2171
N2 0.628 3.159 -2.371  0.0971
C10 1.593 2.495 1.843  0.0188
C11 1.832 2.631 3.203  -0.9723
C12 3.105 3.002 3.614  -0.1518
Cl2 3.419 3.128 5.294  -0.1413
N3 0.375 2.132 1.221  0.4683
C13 -0.819 2.117 1.933  -0.1954
O2 -0.958 1.991 3.120  -0.5904
C14 -1.975 2.328 1.017  0.5149
C15 -3.222 2.645 1.509  -0.4272
C16 -4.249 2.877 0.606  -0.6577
C17 -3.984 2.724 -0.744  -1.4785
C18 -2.709 2.366 -1.150  0.0440
N4 -1.692 2.210 -0.291  -0.3595
H1 4.654 3.336 0.607  0.7294
H2 3.340 4.663 -3.672  0.5992
H3 1.593 5.548 -5.268  0.5076
H4 -0.784 4.880 -4.882  0.5123
H5 -1.311 3.325 -3.063  0.6209
H6 1.070 2.435 3.940  0.8104
H7 -3.358 2.725 2.579  0.6149
H8 -5.234 3.163 0.947  0.5137
H9 -4.754 2.872 -1.488  0.5106
H10 -2.504 2.164 -2.184  0.5297
C19 4.429 -0.955 3.053  -1.5143
C20 3.978 -0.756 1.638  -0.0803
C21 4.783 -1.079 0.550  -0.9340
C22 4.348 -0.824 -0.747  -1.2822
C23 3.109 -0.242 -0.853  0.3447
Br1 2.331 0.194 -2.525  0.2479
N5 2.301 0.088 0.141  0.8494
C24 2.737 -0.184 1.378  0.0427
H11 5.142 -1.772 3.129  0.4844
H12 3.588 -1.165 3.711  0.1835
H13 4.919 -0.050 3.418  0.2978
H14 5.754 -1.529 0.708  0.5772
H15 4.949 -1.056 -1.612  0.6569
H16 2.086 0.089 2.195  0.4931
O3 -0.326 -0.261 -0.014  2.3908
P1 -0.963 -1.615 0.402  -2.0504
N6 -0.520 -2.756 -0.682  1.0010
C25 0.926 -3.065 -0.842  -0.0534
C26 0.944 -4.457 -1.468  -0.7651
C27 -0.303 -5.116 -0.894  -0.7935
C28 -1.324 -3.989 -0.930  -0.6396
N7 -0.398 -1.990 1.878  1.1798
C29 -0.462 -3.394 2.373  -0.4382
C30 -0.351 -3.263 3.893  -0.9505
C31 0.336 -1.918 4.098  -0.4999
C32 -0.297 -1.057 3.017  0.4100
N8 -2.588 -1.568 0.388  -0.2298
C33 -3.369 -1.301 -0.835  0.7103
C34 -4.818 -1.131 -0.352  -0.8116
C35 -4.819 -1.658 1.083  -0.8703
C36 -3.421 -1.337 1.586  -0.1406
H17 1.422 -3.059 0.133  0.5227
H18 1.408 -2.318 -1.474  -0.4622
H19 1.863 -4.993 -1.243  0.4306
H20 0.863 -4.384 -2.555  0.3242
H21 -0.130 -5.444 0.132  0.2341
H22 -0.630 -5.979 -1.468  0.4706
H23 -2.120 -4.090 -0.196  0.2668
H24 -1.788 -3.918 -1.919  0.4758
H25 0.373 -3.959 1.955  0.3168
H26 -1.392 -3.880 2.071  0.3659
H27 0.201 -4.094 4.326  0.4788
H28 -1.341 -3.254 4.349  0.3322
H29 1.411 -2.006 3.927  -0.0761
H30 0.182 -1.507 5.092  0.4857
H31 0.296 -0.189 2.741  -1.0110
H32 -1.282 -0.704 3.335  0.4061
H33 -3.266 -2.138 -1.528  0.2862
H34 -3.000 -0.398 -1.332  -0.6670
H35 -5.515 -1.676 -0.985  0.4245
H36 -5.108 -0.080 -0.382  0.2217
H37 -4.974 -2.737 1.093  0.3460
H38 -5.592 -1.205 1.699  0.4075
H39 -3.101 -1.983 2.401  0.2137
H40 -3.350 -0.294 1.922  0.1322
C37 -1.908 0.843 -4.801  -1.0141
S1 -0.489 0.324 -3.855  0.3533
C38 -0.816 -1.421 -3.780  -0.3843
O4 -0.750 0.843 -2.417  -1.4331
H41 -1.885 0.277 -5.732  0.5757
H42 -1.825 1.902 -5.024  0.3583
H43 -2.815 0.608 -4.245  0.2903
H44 -0.549 -1.843 -4.747  0.7080
H45 -1.867 -1.588 -3.556  0.2465
H46 -0.191 -1.829 -2.989  -0.3262

**HOMO level**: -15.08 eV
**ΔE to the lowest compared entry with this formula, charge and spin**: 25.3 kcal/mol
**Spin multiplicity**: 1
**Total charge**: +3
**Frontier orbital gap**: 0.21765 Ha


no.,F_max (eV/Å)
1,2.7
2,3.7
3,0.6